{
  "formula": "C9H8Cl3NO2",
  "method": "wB97M-V/def2-TZVPD",
  "total_energy_ev": -52613.48194,
  "smiles": "OC(=C(Cl)Cl)c1ccccc1.N=C=O.Cl",
  "e_above_lowest_kj_mol": 82.9,
  "largest_force_ha_per_bohr": 0.0901,
  "spin_multiplicity": 1,
  "orbital_gap_ev": 9.04,
  "lumo_ev": 0.254,
  "symbols": ["O", "C", "C", "Cl", "Cl", "C", "C", "C", "C", "C", "C", "H", "H", "H", "H", "H", "H", "N", "C", "O", "H", "Cl", "H"],
  "coordinates": [[1.224248, -1.192992, 1.243316], [1.732414, -1.041251, 0.031684], [2.960273, -1.356316, -0.159932], [3.727061, -1.480695, -1.724758], [4.097424, -1.535191, 1.184401], [0.783107, -0.724880, -1.105988], [1.017788, -0.006322, -2.248736], [-0.039532, 0.236766, -3.085898], [-1.231047, -0.512266, -3.006462], [-1.442914, -1.215402, -1.847571], [-0.420262, -1.399835, -0.951926], [0.375539, -0.663872, 1.173568], [1.862525, 0.592237, -2.150430], [-0.020904, 0.861077, -3.936118], [-2.087732, -0.370089, -3.619715], [-2.377615, -1.855270, -1.839900], [-0.408390, -1.996242, -0.134665], [1.314368, -3.892247, 2.277665], [1.164360, -3.917005, 1.090889], [0.918075, -4.169199, -0.021457], [1.331828, -3.132975, 2.982988], [0.032507, 3.568748, 3.679211], [-0.710103, 2.788196, 4.398235]],
  "forces_ev_per_a": [[-2.6735, 1.7389, 1.1141], [-1.5897, 0.6361, -2.4881], [4.5986, -0.3406, -0.4558], [-0.2185, 0.0003, 0.5791], [-0.6618, -0.1792, -0.6338], [-0.4029, -2.0639, 1.2693], [-0.9308, 1.0982, 1.3086], [-1.2090, -1.4523, -1.3167], [0.8256, 1.3965, 1.7057], [-1.6167, -2.6370, -0.7420], [0.4836, 2.0274, -1.4431], [1.0837, -0.8553, 0.8164], [1.5770, 0.9846, -0.9678], [0.7264, 0.9165, -0.6818], [-0.1364, 0.2038, -0.9375], [1.0965, 0.9395, 0.5639], [-1.0309, -2.0404, 2.1880], [0.3404, 0.8386, 1.7177], [-0.7312, -0.5847, 0.0221], [0.3725, 0.3214, -0.2598], [0.0996, -0.9405, -1.3569], [-0.2908, -0.3239, 0.2668], [0.2883, 0.3161, -0.2686]]
}

{
  "formula": "C9H8ClFINS",
  "method": "wB97M-V/def2-TZVPD",
  "total_energy_ev": -45127.70872,
  "e_above_lowest_kj_mol": 0.0,
  "largest_force_ha_per_bohr": 0.0248,
  "spin_multiplicity": 1,
  "orbital_gap_ev": 7.39,
  "lumo_ev": -0.867,
  "symbols": ["C", "C", "C", "C", "C", "C", "C", "C", "C", "N", "F", "S", "Cl", "I", "H", "H", "H", "H", "H", "H", "H", "H"],
  "coordinates": [[-0.910793, 1.382458, 0.303800], [1.107255, 2.704160, 0.131450], [1.191510, 0.291414, -0.212196], [-0.210319, 0.199544, 0.018651], [-0.253682, 2.587939, 0.360932], [1.808862, 1.547806, -0.147633], [-2.302754, -1.032304, -0.275495], [1.964593, -0.859817, -0.636910], [-0.331559, -2.241224, 0.420457], [-0.879373, -0.988236, -0.030864], [-0.957053, 3.694568, 0.656447], [1.705053, -1.689986, -1.993580], [3.476907, 1.719072, -0.553704], [3.573192, -1.434856, 0.699718], [-1.965846, 1.362398, 0.517353], [1.594314, 3.663598, 0.152429], [-2.616790, -0.161840, -0.842049], [-2.879578, -1.094120, 0.655360], [-0.101186, -2.909355, -0.416858], [0.573548, -2.087911, 1.002623], [-1.065304, -2.732763, 1.064347], [-2.520987, -1.920546, -0.874269]],
  "forces_ev_per_a": [[-0.0627, 0.1042, -0.0089], [-0.1377, 0.0715, 0.0731], [-0.2683, 0.4588, 0.3425], [0.4061, 0.4562, 0.0376], [0.2545, -0.2453, -0.1316], [-0.4302, 0.0400, 0.1056], [0.0226, -0.0394, -0.0036], [0.5794, -0.8517, -0.7504], [0.0098, -0.2199, 0.0149], [-0.2359, -0.1695, -0.0419], [0.0695, -0.1052, -0.0323], [0.2257, 0.2962, 0.4751], [0.1097, 0.1798, -0.0892], [-0.3794, -0.1033, -0.1629], [-0.1019, -0.0038, 0.0552], [0.0497, 0.1045, -0.0086], [-0.0703, 0.0244, -0.0516], [-0.0450, 0.0430, -0.0328], [-0.0053, -0.0594, 0.1235], [0.0299, -0.0325, -0.0023], [0.0157, 0.0028, 0.0369], [-0.0361, 0.0486, 0.0516]]
}

{
  "formula": "C9H8ClN2S",
  "method": "wB97M-V/def2-TZVPD",
  "total_energy_ev": -35791.14242,
  "smiles": "CC#[N+]C(=S)Nc1ccc(Cl)cc1",
  "charge": 1,
  "e_above_lowest_kj_mol": 209.1,
  "largest_force_ha_per_bohr": 0.0659,
  "spin_multiplicity": 1,
  "orbital_gap_ev": 7.34,
  "lumo_ev": -4.635,
  "symbols": ["C", "C", "N", "C", "S", "N", "C", "C", "C", "C", "Cl", "C", "C", "H", "H", "H", "H", "H", "H", "H", "H"],
  "coordinates": [[2.083428, -3.048112, 1.711729], [1.345415, -1.834701, 1.506250], [0.860171, -0.779036, 1.480171], [1.385904, 0.792638, 1.496343], [2.621033, 0.982438, 2.482102], [0.638758, 1.532827, 0.677155], [-0.362003, 1.203405, -0.187313], [-0.332230, 1.942014, -1.426500], [-1.344502, 1.726561, -2.287330], [-2.237472, 0.691798, -2.086073], [-3.328145, 0.356881, -3.409938], [-2.211928, -0.080487, -0.935961], [-1.379043, 0.286348, 0.057056], [1.384239, -3.788306, 2.174736], [2.762686, -2.718087, 2.450596], [2.569006, -3.292233, 0.658360], [1.137920, 2.366665, 0.508108], [0.608396, 2.468428, -1.819368], [-1.569541, 2.263498, -3.162349], [-2.981282, -0.797797, -0.873040], [-1.650810, -0.274742, 0.985266]],
  "forces_ev_per_a": [[-0.9213, -0.5728, -2.4253], [-1.1851, 1.8490, 0.0721], [1.0585, -0.5407, -0.5078], [-0.5310, -1.0621, 0.3730], [-0.2232, 0.4446, -0.2680], [2.0520, -1.3328, 2.3466], [-1.2854, 0.6203, -2.5833], [2.1131, -0.6350, 1.1577], [-1.3424, -0.6790, -0.5512], [-0.2369, -0.4195, -0.4075], [0.0924, -0.0609, 0.6152], [-1.2480, 1.2173, -2.5249], [0.4741, -0.9046, 2.1994], [0.7658, 0.1662, -0.7624], [1.4180, -0.0923, 0.8127], [-0.9109, -0.0393, 2.4613], [0.2339, 1.4048, -0.3148], [-1.6097, -0.2819, 1.1967], [0.6371, 0.8774, -1.0918], [-0.5343, -0.9405, 0.5772], [1.1834, 0.9816, -0.3750]]
}

Q: Number 3 is which compound?
A: C9H8ClN2S

Q: What is the formula in the first record?
A: C9H8Cl3NO2